{"formula": "C39H40CeN8O3S", "method": "wB97M-V/def2-TZVPD", "species": ["Ce", "C", "C", "C", "C", "C", "N", "C", "C", "C", "N", "C", "C", "C", "C", "C", "C", "C", "C", "N", "C", "C", "C", "N", "C", "C", "C", "C", "O", "C", "O", "H", "H", "H", "H", "H", "H", "H", "H", "H", "H", "H", "H", "H", "H", "H", "H", "H", "H", "H", "H", "H", "H", "H", "H", "H", "H", "H", "H", "S", "N", "C", "C", "C", "C", "C", "N", "C", "C", "N", "C", "C", "C", "C", "C", "N", "H", "H", "H", "H", "H", "H", "C", "C", "C", "O", "H", "H", "H", "H", "H", "H"], "xyz": [[-0.90082, -0.25765, -0.82292], [-5.10629, -2.72926, 4.90808], [-4.27462, -1.92817, 3.98152], [-3.20597, -1.18902, 4.38924], [-2.26785, -0.58729, 3.43925], [-1.07761, 0.01415, 3.87444], [-0.38162, 0.93803, 3.22203], [0.39947, 1.85931, 4.07207], [1.72021, 2.22001, 3.47804], [1.63774, 2.65131, 1.97585], [2.88544, 2.68230, 1.29589], [3.76922, 1.67282, 1.08313], [3.51907, 0.25135, 1.10970], [4.66910, -0.53578, 1.36280], [4.68207, -1.89593, 1.48714], [5.94303, -2.68056, 1.80063], [3.47951, -2.55813, 1.18255], [2.30740, -1.80080, 0.90569], [1.18767, -2.62700, 0.42731], [0.44375, -2.42938, -0.61439], [-0.07052, -3.67161, -1.20978], [-1.27904, -3.49027, -2.14712], [-2.62814, -3.25800, -1.49993], [-2.60242, -2.17743, -0.49160], [-3.56667, -2.27802, 0.36335], [-3.61601, -1.56311, 1.65258], [-4.51928, -1.95439, 2.60202], [-2.63768, -0.62245, 2.04540], [-2.03102, 0.11647, 1.12230], [2.21859, -0.36566, 0.83193], [1.15250, 0.22350, 0.45119], [-5.71845, -3.52568, 4.39331], [-4.43347, -3.30886, 5.52751], [-5.76608, -2.20505, 5.58713], [-2.97086, -1.04870, 5.43936], [-0.76459, -0.28528, 4.86632], [-0.72425, 1.11273, 2.23738], [-0.26045, 2.69855, 4.25152], [0.52379, 1.31153, 5.01790], [2.15260, 3.13983, 3.98646], [2.45399, 1.41335, 3.63282], [0.90876, 1.94638, 1.48681], [1.10791, 3.58316, 1.79934], [3.18230, 3.54471, 0.84484], [4.83655, 1.89908, 0.95471], [5.62026, -0.10428, 1.63045], [5.79254, -3.47644, 2.53083], [6.28966, -3.16485, 0.88894], [6.78023, -2.09178, 2.13299], [3.42453, -3.63675, 1.04664], [1.12048, -3.60760, 0.97417], [0.70600, -4.17450, -1.76685], [-0.39905, -4.29422, -0.37874], [-1.06382, -2.75751, -2.89806], [-1.27487, -4.42694, -2.74262], [-3.37277, -2.95436, -2.22468], [-2.94538, -4.27857, -1.10271], [-4.36841, -3.02388, 0.27637], [-5.45931, -2.46833, 2.24369], [3.80439, 5.45265, -3.76186], [2.55181, 5.53129, -2.62652], [2.08461, 4.30974, -2.54417], [1.00035, 3.92680, -1.62656], [0.39053, 4.83970, -0.77280], [-0.74187, 4.39031, -0.09725], [-1.28638, 3.14018, -0.35277], [-0.63264, 2.20000, -1.06939], [0.44152, 2.65685, -1.82811], [1.11042, 1.67681, -2.68064], [0.75110, 0.33065, -2.59765], [1.33803, -0.65005, -3.28019], [2.35472, -0.33838, -4.22379], [2.77517, 0.97617, -4.33793], [2.27966, 2.00181, -3.52175], [2.76283, 3.32456, -3.36194], [3.77266, 3.87695, -4.13455], [0.69819, 5.90074, -0.77589], [-1.29498, 5.00431, 0.54855], [-2.22017, 2.78708, 0.08549], [0.93824, -1.65930, -3.21225], [2.80223, -1.10813, -4.86757], [3.67497, 1.12256, -4.98230], [-2.55381, 0.61543, -4.95444], [-3.08922, 0.16304, -3.62349], [-4.57153, -0.07132, -3.48292], [-2.32823, 0.03844, -2.61167], [-2.36043, 1.69220, -4.88504], [-3.30411, 0.45512, -5.74977], [-1.65611, 0.12092, -5.27159], [-5.23017, 0.83174, -3.39264], [-4.62593, -0.69404, -2.57782], [-4.86288, -0.68995, -4.34300]], "forces_ev_per_angstrom": [[0.61, -1.10, 0.93], [-0.84, -1.59, 0.09], [-0.61, 0.98, -0.30], [2.15, 0.22, -0.59], [-1.93, -0.46, -0.72], [-0.51, 0.89, -0.61], [-1.21, -1.37, 0.13], [-0.23, -0.66, -0.24], [1.80, 2.16, -0.38], [-2.56, -1.67, 0.10], [2.62, -1.14, -1.43], [-1.44, -0.72, 0.69], [-0.84, 1.73, -0.01], [0.23, -0.55, 0.75], [0.16, -0.80, -0.21], [-0.35, -0.34, -0.48], [-1.33, 1.55, -0.19], [-0.24, -0.52, -0.19], [-0.02, -0.85, -0.22], [1.12, -0.08, 0.59], [-1.83, 0.35, 0.61], [0.80, -0.92, -0.23], [-0.16, -1.16, 0.20], [-1.00, -1.25, 0.78], [0.27, 1.05, 0.44], [0.21, 0.69, -0.88], [-1.43, -1.99, -0.27], [1.37, 0.61, -0.37], [-0.20, -0.64, 1.53], [1.75, -0.90, 0.17], [0.02, -0.01, 0.03], [0.55, 1.07, 0.25], [0.18, -0.09, 0.33], [-0.11, 0.43, -0.05], [-0.02, -0.30, 0.05], [0.20, 0.45, 0.25], [0.44, 0.02, 1.47], [0.10, 0.44, 0.11], [0.12, 0.49, -0.20], [-0.54, -1.25, -0.08], [-0.30, 0.17, -0.32], [1.20, 0.33, 0.06], [0.48, 0.50, 0.52], [-0.06, 0.11, 0.74], [-0.60, 0.62, -0.28], [0.06, 0.76, -0.24], [-0.21, 0.13, 0.02], [-0.02, -0.15, -0.12], [0.08, 0.54, 0.24], [0.08, 0.10, 0.38], [0.17, 0.48, -0.81], [0.43, 0.01, 0.00], [0.13, -0.55, -0.03], [0.22, 0.89, -0.50], [-0.50, 0.42, 0.35], [-0.10, -0.21, -0.53], [0.11, 1.47, 0.01], [0.32, -0.02, -0.25], [1.22, 0.26, 0.47], [-1.15, -0.36, 1.02], [1.67, -0.05, -1.45], [0.48, -1.15, 0.26], [0.00, 0.15, -1.74], [-0.87, 0.05, 0.11], [0.17, 0.09, -0.93], [1.12, -1.52, 0.06], [0.41, 2.48, -1.39], [-0.24, -1.26, 1.84], [2.42, -2.28, -1.64], [-0.07, 1.49, -0.04], [0.65, 1.59, -1.41], [-0.68, -0.12, 0.32], [1.71, -0.47, -0.20], [-2.73, -1.26, 1.84], [1.30, 2.45, -1.77], [-2.00, -0.09, 1.89], [0.06, -0.79, 0.36], [-0.55, 1.04, 0.68], [0.20, 0.31, 0.18], [0.16, 0.17, 0.35], [-0.27, 0.35, 0.46], [-1.01, 0.38, 0.47], [-1.07, -0.07, -0.15], [0.83, 0.83, 1.17], [0.58, -0.74, 0.52], [-2.05, 0.19, -2.85], [0.03, -0.07, 0.04], [0.29, 0.20, 0.46], [0.64, -0.25, 0.20], [0.84, -0.66, -0.23], [-0.57, 0.34, -0.14], [-0.27, 0.37, 0.14]], "lowdin_charge": [1.294, -0.031, -0.259, 0.063, -0.088, 0.024, 0.080, -0.142, -0.122, -0.183, 0.082, 0.063, -0.093, 0.015, -0.239, -0.021, 0.076, -0.091, -0.063, -0.060, -0.180, -0.173, -0.193, -0.041, -0.031, -0.118, 0.052, -0.223, -0.233, -0.269, -0.167, 0.111, 0.089, 0.094, 0.139, 0.152, 0.140, 0.140, 0.138, 0.151, 0.126, 0.089, 0.121, 0.163, 0.154, 0.132, 0.093, 0.094, 0.081, 0.140, 0.157, 0.132, 0.128, 0.085, 0.143, 0.116, 0.157, 0.150, 0.162, 1.093, -0.164, -0.323, -0.089, 0.045, -0.019, -0.070, 0.009, -0.110, -0.065, -0.016, -0.081, 0.004, 0.027, -0.065, -0.274, -0.204, 0.150, 0.109, 0.135, 0.109, 0.131, 0.151, 0.029, -0.334, 0.028, -0.153, 0.117, 0.108, 0.089, 0.135, 0.084, 0.109], "relative_energy_kcal_mol": 30.7, "multiplicity": 2, "s2": 0.751, "charge": 3, "total_energy_ev": -82899.160}